Model a:
Below is a cluster of 14 separate species, C56H154N14O14 in total, with properties calculated with the ωB97M-V functional and the def2-TZVPD basis.

```
238
Properties=species:S:1:pos:R:3:mulliken_charge:R:1
C -1.4287 6.4739 6.4887 -1.435
C -2.8303 6.5865 6.0624 0.537
C -3.6407 7.5086 6.9612 -0.839
O -3.5821 7.0594 8.3190 -0.320
C -3.7071 8.1091 9.2087 -0.705
N -2.9402 6.9426 4.6972 -0.748
H -0.6532 6.2959 5.7436 0.450
H -1.3783 5.7104 7.2650 0.327
H -1.0661 7.3921 6.9507 0.305
H -3.3246 5.6152 6.0824 0.280
H -4.6439 7.6652 6.5649 0.344
H -3.2156 8.5093 6.8836 0.401
H -4.3181 8.9202 8.8126 0.331
H -2.6927 8.3793 9.5021 0.262
H -4.1870 7.8082 10.1400 0.240
H -2.1888 7.5769 4.4669 0.268
H -2.5332 6.0772 4.3722 0.302
C 0.5682 -0.6308 8.8571 -1.374
C 0.1954 -1.4207 7.6759 0.270
C -1.3554 -1.7384 7.6999 -0.647
O -1.4568 -2.7562 8.6498 -0.299
C -2.7567 -3.3446 8.7125 -0.779
N 0.6536 -0.6191 6.6202 -0.654
H 0.0769 0.3421 8.8413 0.306
H 1.6537 -0.5384 8.8942 0.333
H 0.2038 -1.1255 9.7574 0.345
H 0.6671 -2.4028 7.7066 0.269
H -1.7340 -2.0913 6.7407 0.420
H -2.0498 -0.9504 7.9915 0.370
H -2.6403 -4.2693 9.2777 0.256
H -3.1164 -3.5350 7.7014 0.306
H -3.6267 -2.7495 8.9903 0.319
H 0.0648 -0.4523 5.8167 0.234
H 1.3019 -1.3496 6.3629 0.326
C 2.8564 -6.4117 1.6691 -1.388
C 4.1435 -5.8759 2.0334 0.431
C 5.1706 -6.2327 0.8866 -0.827
O 6.5037 -6.0959 1.2542 -0.326
C 7.4013 -6.2732 0.0756 -0.743
N 4.0095 -4.4519 2.1197 -0.729
H 2.9317 -7.4578 1.3724 0.361
H 2.1711 -5.8481 1.0360 0.348
H 2.3110 -6.5768 2.5983 0.357
H 4.6149 -6.2830 2.9279 0.349
H 4.7841 -5.8487 -0.0575 0.375
H 5.1652 -7.3195 0.8035 0.362
H 8.4076 -6.0796 0.4469 0.257
H 7.2236 -5.6443 -0.7968 0.321
H 7.3275 -7.2613 -0.3785 0.307
H 3.5628 -4.2073 1.2475 0.252
H 4.9419 -4.0870 1.9871 0.291
C -3.8954 -13.4154 1.3742 -1.246
C -2.8688 -12.9198 2.3993 0.139
C -3.2723 -11.4459 2.8054 -0.701
O -3.5625 -10.5193 1.7025 -0.306
C -4.2306 -9.3703 2.1849 -0.758
N -3.0512 -13.7963 3.5236 -0.725
H -3.8416 -12.6567 0.5934 0.332
H -4.9406 -13.3096 1.6648 0.321
H -3.7128 -14.4686 1.1609 0.417
H -1.8239 -12.8300 2.1023 0.324
H -2.6183 -11.0532 3.5840 0.425
H -4.2290 -11.5469 3.3180 0.314
H -3.8890 -9.0468 3.1682 0.310
H -5.2803 -9.6365 2.3090 0.315
H -4.1806 -8.5723 1.4441 0.238
H -3.0428 -14.7233 3.1228 0.280
H -4.0234 -13.6275 3.7390 0.320
C 8.8008 -7.8888 -7.8529 -1.375
C 8.4537 -6.7790 -8.8562 0.449
C 7.8891 -5.4496 -8.2069 -0.833
O 6.7884 -5.6750 -7.4224 -0.313
C 6.0177 -4.5284 -7.1596 -0.753
N 9.6460 -6.5020 -9.6516 -0.676
H 7.9038 -8.0886 -7.2667 0.344
H 9.5992 -7.5853 -7.1758 0.366
H 9.0737 -8.7728 -8.4293 0.382
H 7.7105 -7.0988 -9.5866 0.210
H 7.7531 -4.6279 -8.9101 0.451
H 8.6022 -4.9943 -7.5197 0.338
H 6.4138 -3.7561 -6.5001 0.296
H 5.1454 -4.7873 -6.5595 0.257
H 5.6967 -4.1057 -8.1116 0.323
H 9.6716 -5.4932 -9.6946 0.246
H 10.4614 -6.7371 -9.1038 0.289
C 14.2208 -0.3036 -3.0996 -1.374
C 13.5505 -1.2519 -2.1506 0.310
C 12.3582 -0.5414 -1.3980 -0.662
O 11.2670 -0.3946 -2.2593 -0.404
C 10.2921 0.5080 -1.6739 -0.778
N 12.8859 -2.3865 -2.9209 -0.817
H 14.4159 0.6817 -2.6762 0.337
H 13.6629 -0.1080 -4.0154 0.285
H 15.1965 -0.6692 -3.4196 0.358
H 14.2407 -1.6116 -1.3875 0.379
H 12.6891 0.4047 -0.9698 0.412
H 12.1227 -1.1711 -0.5400 0.391
H 9.3291 0.3112 -2.1452 0.267
H 10.6763 1.5274 -1.6398 0.290
H 10.1382 0.0860 -0.6807 0.327
H 12.7007 -3.1809 -2.3253 0.259
H 12.0863 -1.7988 -3.1090 0.421
C -6.9783 10.2545 -1.6689 -1.319
C -8.1752 10.1692 -0.7090 0.480
C -9.4914 10.1560 -1.5352 -0.712
O -9.7648 11.4503 -1.8961 -0.309
C -11.1240 11.8636 -2.2686 -0.726
N -8.0993 8.9806 0.1739 -0.689
H -6.2010 10.6248 -1.0006 0.340
H -7.1864 10.9213 -2.5056 0.347
H -6.6232 9.3076 -2.0755 0.309
H -8.1584 11.0776 -0.1067 0.237
H -10.3174 9.8928 -0.8744 0.399
H -9.5027 9.3989 -2.3193 0.323
H -11.7856 11.7561 -1.4090 0.299
H -11.4552 11.2249 -3.0874 0.293
H -11.1383 12.9162 -2.5511 0.248
H -8.1862 8.0504 -0.2100 0.230
H -7.1692 8.9943 0.5673 0.252
C -9.3816 -8.5549 -2.1685 -1.271
C -10.1779 -7.9840 -0.9828 0.525
C -10.3135 -6.4595 -1.1126 -0.697
O -9.0177 -5.8737 -1.1526 -0.254
C -8.9850 -4.5523 -1.0103 -0.795
N -11.4098 -8.6577 -0.7960 -0.561
H -9.9524 -8.6385 -3.0933 0.324
H -8.9969 -9.5196 -1.8376 0.376
H -8.4438 -8.0585 -2.4177 0.332
H -9.7833 -8.2542 -0.0034 0.094
H -10.7173 -6.0314 -0.1950 0.368
H -10.9698 -6.1467 -1.9247 0.309
H -9.1976 -4.3603 0.0414 0.332
H -9.5193 -3.9017 -1.7027 0.299
H -7.9712 -4.2205 -1.2340 0.244
H -11.7062 -9.3210 -1.4976 0.199
H -12.1995 -8.1012 -0.5013 0.174
C -8.4792 2.5646 5.6400 -1.484
C -8.7273 2.0484 4.2297 0.369
C -9.9223 2.8542 3.5726 -0.645
O -10.1202 2.3463 2.2848 -0.344
C -11.3482 2.8725 1.6871 -0.885
N -7.5516 2.0517 3.5023 -0.730
H -8.6166 3.6452 5.6780 0.320
H -7.5044 2.2937 6.0456 0.392
H -9.2420 2.1408 6.2933 0.376
H -9.0071 1.0078 4.3942 0.304
H -9.5977 3.8946 3.5894 0.316
H -10.7691 2.7749 4.2544 0.383
H -11.6985 3.8820 1.9023 0.322
H -12.0376 2.1460 2.1173 0.332
H -11.5430 2.4778 0.6900 0.334
H -7.9842 1.8269 2.6177 0.358
H -7.3234 3.0288 3.3862 0.283
C -0.0689 -9.2333 -4.3153 -1.320
C -1.1388 -8.3996 -4.9841 0.493
C -2.2770 -9.1551 -5.7720 -0.607
O -3.2174 -8.3621 -6.4387 -0.318
C -4.2979 -9.0994 -6.9524 -0.830
N -1.6944 -7.5890 -3.9069 -0.672
H -0.4882 -9.8330 -3.5074 0.315
H 0.7580 -8.7020 -3.8440 0.359
H 0.2838 -9.8569 -5.1368 0.337
H -0.7085 -7.6827 -5.6834 0.232
H -2.8298 -9.7114 -5.0150 0.290
H -1.7938 -9.7795 -6.5234 0.291
H -5.0088 -8.4565 -7.4715 0.326
H -4.8306 -9.8506 -6.3692 0.322
H -4.0448 -9.6125 -7.8802 0.331
H -2.4593 -7.0343 -4.2637 0.238
H -2.0466 -7.9654 -3.0384 0.214
C 0.3947 13.7333 -0.5293 -1.546
C 0.2231 13.9453 0.9892 0.550
C -0.9859 14.8889 1.3409 -0.679
O -0.4844 16.2679 1.2383 -0.322
C -1.5219 17.2599 1.3873 -0.697
N 0.0683 12.6397 1.5709 -0.721
H 0.3326 14.6542 -1.1092 0.352
H -0.3204 13.0545 -0.9939 0.392
H 1.3752 13.3195 -0.7650 0.399
H 1.1281 14.4298 1.3558 0.223
H -1.1995 14.8403 2.4087 0.358
H -1.8530 14.6599 0.7214 0.336
H -1.8729 17.2230 2.4186 0.281
H -2.3844 17.1220 0.7352 0.294
H -1.0845 18.2242 1.1287 0.244
H 0.8243 12.1344 1.1312 0.269
H 0.2692 12.7675 2.5524 0.266
C 3.0869 5.0480 -9.1555 -1.401
C 4.1472 4.4764 -10.0121 0.623
C 4.8206 3.2031 -9.5335 -0.758
O 5.3073 3.3939 -8.1759 -0.353
C 6.4036 4.2231 -7.8889 -0.667
N 3.6259 4.2456 -11.3388 -0.702
H 2.2465 4.3688 -9.2991 0.332
H 2.6898 5.9440 -9.6326 0.362
H 3.2139 5.2089 -8.0850 0.314
H 4.9014 5.2550 -10.1261 0.176
H 5.5212 2.8768 -10.3021 0.379
H 4.0632 2.4272 -9.4211 0.367
H 6.0418 5.2356 -8.0679 0.265
H 7.2474 4.1648 -8.5764 0.310
H 6.7860 4.0803 -6.8782 0.248
H 3.1922 3.3336 -11.3562 0.263
H 2.9423 4.9337 -11.6205 0.241
C 8.9491 3.5156 5.5955 -1.381
C 7.7949 2.5586 5.0835 0.501
C 7.9320 1.1267 5.6531 -0.632
O 8.9672 0.5229 4.9080 -0.319
C 9.1142 -0.8809 5.1819 -0.738
N 6.4841 3.1206 5.4049 -0.789
H 9.3336 3.3065 6.5938 0.303
H 8.6382 4.5536 5.4773 0.409
H 9.8593 3.4063 5.0059 0.340
H 7.8441 2.6004 3.9954 0.254
H 6.9626 0.6352 5.5718 0.363
H 8.0047 1.1173 6.7406 0.346
H 8.2634 -1.3236 5.6997 0.342
H 9.9003 -1.1327 5.8939 0.272
H 9.3255 -1.3194 4.2066 0.216
H 5.8292 2.3752 5.2164 0.259
H 6.3812 3.1585 6.4089 0.255
C -0.9873 -0.2132 0.0457 -1.331
C 0.0335 0.3004 -1.0191 0.529
C 0.6894 1.7203 -0.7065 -0.598
O -0.3380 2.6763 -0.7167 -0.312
C 0.0507 3.9800 -1.2058 -0.753
N 1.0891 -0.7388 -1.1953 -0.701
H -0.4717 -0.3061 1.0015 0.322
H -1.4386 -1.1795 -0.1797 0.373
H -1.7996 0.5038 0.1646 0.317
H -0.4771 0.3674 -1.9798 0.162
H 1.4532 1.9557 -1.4477 0.342
H 1.2152 1.8278 0.2422 0.307
H -0.7761 4.6361 -0.9337 0.254
H 0.2444 4.0871 -2.2731 0.286
H 0.8991 4.2933 -0.5975 0.325
H 0.7500 -1.6212 -1.5509 0.249
H 1.7266 -0.4870 -1.9371 0.232
```

## Properties
* E_LUMO: 0.336 eV
* E_HOMO: -8.9 eV
* M: 1247.932 g mol⁻¹

=====

Model b:
Below is a cluster of 14 separate species, C56H154N14O14 in total, with properties calculated with the ωB97M-V functional and the def2-TZVPD basis.

```
238
Properties=species:S:1:pos:R:3:mulliken_charge:R:1
C -2.4783 -1.6109 -7.8902 -1.546
C -3.9598 -1.9352 -8.2284 0.800
C -4.5704 -1.1968 -9.4223 -0.880
O -4.6550 0.2126 -9.1368 -0.248
C -5.0410 0.9475 -10.2782 -0.787
N -3.8571 -3.3663 -8.3285 -0.789
H -1.6912 -1.9040 -8.5848 0.382
H -2.2399 -1.9537 -6.8833 0.416
H -2.4212 -0.5274 -7.7851 0.338
H -4.4806 -1.7123 -7.2972 0.230
H -5.4839 -1.7029 -9.7346 0.375
H -3.9325 -1.3865 -10.2855 0.268
H -6.1090 0.9909 -10.4913 0.298
H -4.5428 0.6815 -11.2105 0.322
H -4.7229 1.9704 -10.0767 0.250
H -2.9887 -3.6888 -8.7311 0.291
H -3.6766 -3.7354 -7.4058 0.272
C -0.4891 -0.1260 -1.2528 -1.423
C 0.8401 0.6561 -1.0928 0.393
C 1.3824 0.6339 0.3785 -0.522
O 0.3251 1.0774 1.3056 -0.209
C 0.7211 1.3666 2.6170 -0.689
N 1.8430 0.1238 -1.9840 -0.502
H -0.9180 0.0269 -2.2431 0.422
H -1.1602 0.2655 -0.4884 0.335
H -0.3380 -1.1768 -1.0057 0.328
H 0.7343 1.6875 -1.4291 0.193
H 2.1726 1.3718 0.5163 0.323
H 1.7272 -0.3693 0.6294 0.190
H 1.4472 2.1737 2.7143 0.241
H 1.1328 0.4415 3.0207 0.256
H -0.2219 1.6550 3.0813 0.228
H 1.8928 -0.8843 -1.9462 0.199
H 1.5365 0.3061 -2.9289 0.228
C 3.4635 7.0735 10.6312 -1.150
C 3.8138 5.7246 11.3043 0.411
C 3.9594 4.5664 10.3096 -0.612
O 2.7800 4.1440 9.7529 -0.283
C 2.8705 3.1344 8.7774 -0.703
N 5.0572 5.9038 12.0617 -0.753
H 3.6940 7.9097 11.2912 0.393
H 2.4340 7.0359 10.2751 0.236
H 4.1152 7.1837 9.7644 0.227
H 2.9554 5.5075 11.9401 0.268
H 4.3713 3.7222 10.8626 0.327
H 4.7193 4.8483 9.5808 0.284
H 1.9088 2.6265 8.7049 0.260
H 3.6423 2.4100 9.0377 0.330
H 3.1581 3.5467 7.8103 0.198
H 5.1124 5.0116 12.5320 0.275
H 4.7971 6.5519 12.7913 0.288
C -0.5895 -4.4752 2.4618 -1.644
C 0.7204 -5.1383 2.9750 0.630
C 0.7379 -6.7091 2.9074 -0.568
O 1.9061 -7.1426 3.6117 -0.299
C 2.1141 -8.4981 3.3418 -0.726
N 1.7398 -4.6533 2.0177 -0.453
H -0.5587 -3.4068 2.6757 0.422
H -1.4585 -4.9037 2.9612 0.400
H -0.7299 -4.5350 1.3825 0.378
H 0.9567 -4.7964 3.9826 0.296
H 0.7951 -6.9618 1.8486 0.224
H -0.1973 -7.0400 3.3590 0.336
H 3.1627 -8.6409 3.6027 0.227
H 2.0634 -8.7922 2.2935 0.328
H 1.5853 -9.1306 4.0549 0.285
H 2.6365 -4.6351 2.4822 0.088
H 1.4745 -3.6866 1.8944 0.104
C 7.3054 0.1336 -2.0237 -1.585
C 7.2238 -1.1802 -2.7691 0.373
C 6.9151 -2.4195 -1.8288 -0.507
O 6.6910 -3.6726 -2.4505 -0.227
C 7.8187 -4.1544 -3.1915 -0.839
N 6.2377 -1.0559 -3.7538 -0.592
H 8.1495 0.0936 -1.3352 0.373
H 6.3776 0.4232 -1.5303 0.318
H 7.5049 0.9503 -2.7174 0.401
H 8.1036 -1.4030 -3.3727 0.284
H 5.9480 -2.2422 -1.3583 0.236
H 7.6486 -2.5811 -1.0388 0.322
H 8.6398 -4.3962 -2.5166 0.325
H 8.2359 -3.4903 -3.9484 0.311
H 7.5695 -5.1122 -3.6482 0.271
H 6.1953 -1.9710 -4.1790 0.294
H 5.3584 -0.8286 -3.3118 0.229
C 1.2860 -4.8997 -4.7304 -1.551
C 1.2352 -5.5137 -3.3356 0.808
C 1.6449 -7.0011 -3.2549 -0.711
O 0.8226 -7.7523 -4.1595 -0.280
C 0.9503 -9.1820 -4.1263 -0.818
N 2.1098 -4.6717 -2.4706 -0.521
H 0.3965 -5.1636 -5.3024 0.317
H 2.0904 -5.2386 -5.3831 0.323
H 1.2284 -3.8131 -4.6660 0.406
H 0.2808 -5.4232 -2.8171 0.097
H 1.5236 -7.3990 -2.2474 0.361
H 2.6547 -7.1884 -3.6198 0.396
H 0.2713 -9.6171 -4.8596 0.264
H 0.7856 -9.6130 -3.1388 0.302
H 1.9345 -9.4885 -4.4803 0.322
H 3.0675 -4.9736 -2.5796 0.172
H 1.8526 -4.8651 -1.5133 0.120
C -2.0653 4.5413 -5.3858 -1.255
C -2.0094 6.0026 -4.8494 0.362
C -1.6995 5.9559 -3.3370 -0.523
O -2.7708 5.3603 -2.6193 -0.303
C -2.4755 5.1199 -1.2545 -0.691
N -0.8125 6.5540 -5.5354 -0.761
H -1.9606 4.5628 -6.4705 0.431
H -3.0470 4.1284 -5.1538 0.283
H -1.2350 3.9612 -4.9829 0.237
H -2.9397 6.5011 -5.1216 0.354
H -1.4410 6.9713 -3.0365 0.340
H -0.8257 5.3239 -3.1784 0.200
H -3.0844 4.3179 -0.8372 0.245
H -2.8362 5.9618 -0.6636 0.278
H -1.4309 4.8716 -1.0671 0.296
H -0.8106 6.3343 -6.5213 0.275
H 0.0215 6.1074 -5.1819 0.240
C -6.0692 -1.8209 1.3897 -1.428
C -7.4251 -1.1145 1.3228 0.759
C -7.4123 0.4292 1.3621 -0.565
O -6.7017 0.8593 2.5074 -0.374
C -7.4007 0.7487 3.7828 -0.700
N -8.1765 -1.6695 0.2550 -0.639
H -6.0779 -2.9083 1.3146 0.448
H -5.5407 -1.4873 2.2827 0.311
H -5.4799 -1.5146 0.5254 0.291
H -8.0124 -1.4457 2.1792 0.006
H -8.4172 0.8506 1.3388 0.386
H -6.9292 0.8527 0.4815 0.244
H -6.8894 1.3439 4.5394 0.249
H -7.3915 -0.2985 4.0849 0.285
H -8.4021 1.1735 3.7132 0.301
H -8.1100 -1.2239 -0.6489 0.228
H -7.9075 -2.6327 0.1134 0.203
C 2.9344 2.0837 -7.2387 -1.499
C 2.8597 3.5701 -7.0196 0.524
C 3.3164 3.9005 -5.5832 -0.448
O 2.8706 5.2273 -5.3337 -0.283
C 3.1750 5.6820 -4.0539 -0.851
N 3.8513 4.1067 -7.9558 -0.761
H 2.3166 1.4371 -6.6157 0.368
H 3.9500 1.6992 -7.1440 0.328
H 2.5582 1.8846 -8.2421 0.361
H 1.8282 3.8148 -7.2728 0.275
H 4.3812 3.6843 -5.4964 0.298
H 2.8447 3.2423 -4.8536 0.212
H 2.6344 6.5965 -3.8097 0.289
H 4.2072 5.9931 -3.8935 0.317
H 2.9246 4.9454 -3.2904 0.321
H 3.8838 5.1134 -7.8808 0.281
H 4.8044 3.8569 -7.7337 0.265
C -5.1687 -5.7563 -2.8035 -1.536
C -3.7235 -6.0187 -2.8111 0.538
C -3.1934 -7.1111 -1.7557 -0.697
O -3.3905 -6.6329 -0.4840 -0.174
C -3.8476 -7.5268 0.4898 -0.847
N -3.3640 -6.2475 -4.1457 -0.543
H -5.5216 -4.9005 -3.3790 0.349
H -5.3116 -5.4606 -1.7642 0.302
H -5.7250 -6.6551 -3.0695 0.371
H -3.2567 -5.0592 -2.5886 0.172
H -2.1318 -7.3475 -1.8276 0.277
H -3.6779 -8.0814 -1.8645 0.404
H -3.1529 -8.3404 0.6987 0.319
H -4.8574 -7.8612 0.2517 0.351
H -3.8873 -6.8840 1.3692 0.218
H -2.3829 -6.4851 -4.1152 0.182
H -3.8774 -7.0845 -4.3825 0.307
C 5.6335 4.4891 2.9254 -1.332
C 6.0998 5.7478 3.6852 0.343
C 5.2518 6.2493 4.9306 -0.662
O 3.8816 6.5292 4.6891 -0.353
C 3.1207 6.9979 5.8135 -0.669
N 7.4752 5.6127 4.0112 -0.700
H 4.5820 4.6168 2.6685 0.323
H 5.7493 3.5645 3.4908 0.342
H 6.1697 4.4744 1.9765 0.322
H 5.9953 6.5276 2.9308 0.277
H 5.7365 7.1443 5.3205 0.351
H 5.2554 5.4695 5.6923 0.296
H 2.7147 6.2212 6.4615 0.197
H 2.2139 7.5539 5.5753 0.285
H 3.7289 7.6345 6.4560 0.321
H 7.5299 6.4395 4.5886 0.334
H 7.3768 4.8571 4.6741 0.327
C -11.4852 -0.4359 -3.2900 -1.446
C -10.7661 0.9832 -3.2359 0.460
C -9.3214 0.9764 -3.8918 -0.762
O -8.3372 0.0434 -3.3371 -0.231
C -6.9892 0.4390 -3.5774 -0.861
N -11.7149 1.8067 -3.9306 -0.713
H -11.3329 -1.0706 -4.1630 0.341
H -12.5354 -0.2866 -3.0395 0.440
H -11.0482 -1.0408 -2.4955 0.353
H -10.6688 1.3769 -2.2242 0.263
H -8.9919 2.0154 -3.8903 0.344
H -9.4286 0.8197 -4.9652 0.328
H -6.2928 -0.2722 -3.1333 0.250
H -6.7870 1.4518 -3.2288 0.357
H -6.6819 0.5099 -4.6208 0.363
H -11.9507 1.4001 -4.8245 0.271
H -11.2186 2.6675 -4.1115 0.239
C 8.3662 -6.9423 3.1542 -1.471
C 6.9486 -6.2705 2.9572 0.523
C 7.0507 -4.7680 3.3573 -0.773
O 5.7033 -4.1825 3.4449 -0.177
C 5.6981 -2.8623 3.8261 -0.784
N 6.5270 -6.5526 1.6322 -0.690
H 8.6632 -6.9385 4.2029 0.392
H 9.1242 -6.2998 2.7061 0.302
H 8.4447 -7.9767 2.8198 0.366
H 6.3421 -6.8373 3.6635 0.302
H 7.6147 -4.2621 2.5737 0.316
H 7.5869 -4.6675 4.3010 0.370
H 6.4303 -2.2071 3.3541 0.306
H 5.7808 -2.8718 4.9130 0.336
H 4.6646 -2.5748 3.6327 0.183
H 6.7822 -5.8489 0.9542 0.208
H 5.5528 -6.2892 1.5911 0.288
C -1.7830 7.5967 9.4546 -1.274
C -3.1780 7.1547 9.0490 0.263
C -3.1066 6.1754 7.8235 -0.683
O -2.6668 6.9452 6.6997 -0.313
C -2.3441 6.1305 5.5908 -0.817
N -3.8076 6.5281 10.2151 -0.751
H -1.1432 6.7297 9.6193 0.258
H -1.9762 8.1878 10.3498 0.397
H -1.3757 8.2310 8.6673 0.322
H -3.8282 7.9345 8.6526 0.390
H -4.0582 5.6964 7.5927 0.390
H -2.3963 5.3711 8.0147 0.313
H -1.7888 6.6896 4.8378 0.303
H -3.1536 5.7870 4.9467 0.310
H -1.6216 5.3319 5.7593 0.328
H -4.7562 6.2887 9.9644 0.292
H -3.4098 5.6007 10.2560 0.271
```

## Properties
* E_LUMO: 0.064 eV
* E_HOMO: -8.7 eV
* M: 1247.932 g mol⁻¹

=====

What should be chosen as the least stable of them? Choose model a.